{"formula": "C5H20FeN10O9S", "method": "ωB97M-V/def2-TZVPD", "species": ["Fe", "S", "O", "O", "O", "O", "C", "O", "N", "N", "H", "H", "H", "H", "C", "O", "N", "N", "H", "H", "H", "H", "C", "O", "N", "N", "H", "H", "H", "H", "C", "O", "N", "N", "H", "H", "H", "H", "C", "O", "N", "N", "H", "H", "H", "H"], "positions_angstrom": [[-0.190, -0.234, -0.570], [1.289, -2.699, -2.181], [0.850, -1.335, -1.827], [0.416, -3.190, -3.239], [2.682, -2.591, -2.659], [1.364, -3.566, -1.006], [2.395, 1.957, -0.299], [1.290, 1.397, -0.473], [2.890, 2.224, 0.859], [3.077, 2.391, -1.266], [3.839, 2.566, 0.812], [2.498, 1.955, 1.751], [2.833, 2.174, -2.222], [4.041, 2.691, -1.229], [-1.659, 1.808, 1.561], [-1.451, 0.820, 0.888], [-2.837, 2.180, 1.908], [-0.826, 2.668, 1.865], [-3.539, 1.479, 1.716], [-3.014, 2.966, 2.517], [-1.099, 3.570, 2.228], [0.144, 2.662, 1.585], [1.295, -1.763, 1.826], [0.732, -1.045, 1.006], [1.765, -2.934, 1.520], [1.451, -1.490, 3.102], [1.850, -3.140, 0.535], [2.388, -3.400, 2.164], [1.147, -0.600, 3.470], [1.639, -2.341, 3.612], [-2.010, -2.591, 0.242], [-1.758, -1.619, -0.479], [-3.269, -2.859, 0.512], [-1.236, -3.503, 0.723], [-3.849, -2.043, 0.642], [-3.472, -3.737, 0.968], [-0.319, -3.787, 0.411], [-1.675, -4.260, 1.226], [-1.352, 1.964, -2.506], [-1.244, 0.873, -2.002], [-1.926, 2.284, -3.555], [-0.600, 2.980, -2.027], [-1.784, 3.188, -3.983], [-2.566, 1.662, -4.027], [-0.015, 2.976, -1.204], [-0.186, 3.292, -2.893]], "forces_ev_per_angstrom": [[-0.387, 0.969, 0.413], [-1.373, -0.346, 0.071], [-0.412, 1.158, 0.718], [1.039, -0.155, 0.314], [0.618, -0.273, -0.840], [-0.366, -0.001, -0.813], [-3.055, -1.885, 0.950], [-1.575, -1.069, 0.123], [1.664, 0.679, 3.308], [3.124, 1.316, -5.547], [-0.146, 0.110, 0.799], [-0.071, -0.299, -0.113], [-0.624, -0.110, -0.026], [-0.177, 0.157, 0.550], [-1.350, -1.519, -1.694], [0.765, -3.377, -1.923], [-5.317, -0.576, 0.852], [7.090, 5.763, 1.784], [-0.388, 0.494, 0.315], [-0.134, -0.481, -0.124], [-0.014, -0.281, 0.077], [-0.132, -0.557, -0.098], [0.167, 0.072, 1.298], [-1.236, 1.871, -1.946], [1.252, -2.550, -1.257], [-0.113, 0.728, 0.680], [0.042, -0.270, 0.020], [-0.074, 0.072, -0.210], [-0.190, -0.021, 0.485], [0.016, 0.610, 1.140], [-0.795, 0.104, -1.031], [1.704, 1.784, -0.467], [-2.677, 0.371, 0.512], [2.976, -2.847, 1.033], [-0.374, -0.410, -0.118], [-0.454, 0.571, 0.107], [0.145, 0.824, -0.366], [0.125, 0.296, 0.150], [4.176, 1.881, 4.842], [-0.484, -5.675, 2.282], [-4.495, 0.283, -5.955], [-0.109, 1.779, -0.019], [-0.044, 0.171, 0.129], [0.391, -0.137, -0.032], [-0.066, -0.816, -0.416], [1.337, 1.595, 0.044]], "lumo_ev": [0.2, -4.0], "spin_multiplicity": 9, "de_lowest_kcal_mol": 74.7, "orbital_gap_ev": [2.4241, 5.8255]}



{"formula": "C15H30ClNO5P2Pb", "method": "ωB97M-V/def2-TZVPD", "species": ["Pb", "P", "P", "N", "H", "C", "H", "H", "H", "C", "H", "H", "H", "C", "H", "H", "H", "C", "H", "H", "H", "C", "H", "H", "H", "C", "H", "H", "H", "C", "C", "C", "C", "C", "C", "H", "H", "H", "H", "H", "C", "O", "C", "H", "H", "H", "C", "H", "H", "H", "O", "Cl", "O", "O", "O"], "positions_angstrom": [[0.136, -0.006, -0.178], [2.440, -0.427, -1.072], [-2.268, 0.574, 1.148], [-0.811, 0.025, -1.911], [-0.099, -1.668, 0.641], [3.004, -2.120, -1.182], [3.978, -2.108, -1.683], [2.299, -2.718, -1.771], [3.108, -2.580, -0.194], [3.707, 0.523, -0.254], [4.649, 0.282, -0.754], [3.796, 0.292, 0.813], [3.505, 1.595, -0.363], [2.375, 0.176, -2.757], [3.381, 0.051, -3.172], [2.091, 1.235, -2.789], [1.657, -0.391, -3.360], [-3.063, -0.890, 1.772], [-4.004, -0.546, 2.211], [-2.469, -1.390, 2.548], [-3.278, -1.592, 0.968], [-2.075, 1.726, 2.443], [-3.012, 1.825, 2.971], [-1.617, 2.661, 2.158], [-1.425, 1.395, 3.240], [-3.307, 1.355, -0.049], [-4.231, 1.566, 0.495], [-3.501, 0.689, -0.886], [-2.851, 2.278, -0.405], [-1.261, 0.225, -3.067], [-2.168, -0.719, -5.041], [-1.659, -0.935, -3.790], [-1.351, 1.560, -3.554], [-1.875, 1.704, -4.814], [-2.277, 0.583, -5.549], [-2.476, -1.574, -5.606], [-1.535, -1.900, -3.300], [-1.008, 2.368, -2.909], [-1.960, 2.698, -5.206], [-2.689, 0.725, -6.551], [1.907, -0.240, 2.784], [1.410, 0.503, 1.782], [2.183, -1.627, 2.498], [2.292, -2.209, 3.406], [3.127, -1.571, 1.958], [1.425, -2.107, 1.831], [1.992, 0.433, 4.104], [1.634, -0.159, 4.961], [1.645, 1.466, 4.096], [3.056, 0.407, 4.348], [-0.280, 1.151, 5.070], [-0.443, -0.201, 4.186], [0.280, -1.670, 4.008], [-1.800, -0.646, 3.937], [-0.282, -0.079, 1.791]], "forces_ev_per_angstrom": [[0.154, -1.532, -0.125], [-0.087, 0.457, -0.136], [2.245, -1.474, 1.433], [0.629, -2.025, 2.927], [0.129, -0.641, -1.697], [0.214, -0.547, -0.027], [-0.088, -0.138, 0.049], [0.108, 0.185, 0.125], [-0.061, 0.166, -0.173], [0.790, 0.193, 0.073], [0.125, 0.179, 0.116], [-0.161, 0.011, -0.294], [-0.024, -0.234, 0.036], [0.409, 0.071, -0.531], [-0.140, 0.125, -0.227], [0.046, -0.260, 0.070], [0.074, 0.080, 0.190], [-1.033, -0.502, -0.412], [-0.174, -0.247, 0.072], [-0.263, 0.279, -0.820], [-0.089, 0.116, -0.212], [-0.142, 0.874, 1.366], [-0.597, 0.653, -0.084], [-0.358, 0.503, -0.491], [-0.042, 0.031, -0.547], [-0.515, 0.106, -0.501], [-0.181, 0.160, -0.199], [-0.042, 0.028, -0.109], [-0.066, -0.038, 0.005], [-0.796, 1.534, -2.391], [0.110, 0.553, -0.086], [0.043, 0.826, 0.008], [-0.169, -0.992, -0.470], [-0.132, -0.397, -0.118], [-0.321, 0.128, -0.764], [-0.226, -0.208, -0.493], [-0.143, 0.203, -0.272], [-0.138, -0.130, -0.278], [-0.164, 0.291, -0.437], [0.137, -0.038, 0.345], [-3.169, 3.905, -2.813], [6.693, -1.136, 4.589], [0.828, -1.247, -0.544], [0.191, -0.068, -0.122], [0.515, -0.488, -0.256], [0.492, 0.621, 0.580], [2.460, -0.360, 0.279], [0.165, 0.368, -0.662], [0.104, -0.461, -0.104], [0.648, 0.381, -0.132], [-1.685, -3.360, 1.139], [1.997, 0.175, -2.853], [-0.972, 1.669, 3.129], [-1.983, 0.633, 2.675], [-5.345, 1.022, 0.174]], "lumo_ev": [-1.6, -0.8], "orbital_gap_ev": [5.2421, 6.2467]}



{"formula": "C6H29NO8", "method": "ωB97M-V/def2-TZVPD", "species": ["C", "C", "C", "C", "C", "C", "N", "H", "H", "H", "H", "H", "H", "H", "H", "H", "H", "H", "H", "H", "H", "H", "O", "H", "H", "O", "H", "H", "O", "H", "H", "O", "H", "H", "O", "H", "H", "O", "H", "H", "O", "H", "H", "O"], "positions_angstrom": [[0.808, -2.430, 1.110], [1.305, -1.009, 1.227], [0.684, -0.160, -0.024], [0.022, 1.184, 0.241], [-0.314, 1.907, -0.819], [-0.878, 3.242, -0.402], [2.746, -0.878, 1.171], [1.267, -2.954, 0.249], [1.004, -2.847, 2.188], [-0.222, -2.556, 0.767], [0.878, -0.530, 2.137], [0.072, -0.881, -0.621], [1.555, 0.089, -0.675], [-0.044, 1.753, 1.233], [0.004, 1.810, -1.852], [-1.881, 3.493, -0.869], [-1.210, 3.364, 0.649], [-0.361, 4.161, -0.787], [3.298, -1.114, 1.959], [3.109, -1.403, 0.324], [2.284, -2.301, -2.683], [2.606, -3.555, -1.749], [2.724, -2.626, -1.922], [3.718, 1.071, -0.579], [2.742, 2.140, -0.695], [3.651, 1.997, -0.957], [-3.402, 0.629, 1.101], [-3.335, 1.255, 2.514], [-2.992, 1.334, 1.622], [-0.852, -0.833, -4.080], [-1.083, -0.798, -2.460], [-0.688, -1.300, -3.235], [-1.798, -1.226, 4.048], [-2.385, -0.899, 2.707], [-2.490, -1.481, 3.447], [-3.364, -1.261, -1.716], [-2.554, -2.569, -1.430], [-3.446, -2.177, -1.471], [3.274, 2.614, 1.335], [2.762, 1.526, 2.161], [2.923, 2.454, 2.187], [-4.084, 1.027, -1.726], [-2.657, 0.803, -1.033], [-3.244, 0.499, -1.707]], "forces_ev_per_angstrom": [[0.343, -1.091, 1.440], [-1.711, 1.679, -1.692], [1.493, -0.936, 0.823], [0.686, -0.772, 0.112], [-0.160, 2.539, 1.633], [-2.335, 2.312, -1.559], [0.513, 0.087, -2.318], [0.722, 0.098, 0.921], [-0.495, -0.234, -2.380], [-0.391, 0.468, 0.984], [0.572, -0.335, -0.339], [0.158, 0.844, 0.523], [-0.512, -0.442, 0.282], [-0.079, -1.714, -1.200], [-0.383, -0.684, 0.033], [0.680, -0.793, -0.060], [1.032, -0.370, -0.355], [0.303, -0.917, 0.667], [0.103, -0.520, 0.919], [-0.553, 0.775, 1.413], [-0.896, -0.181, -1.072], [-0.397, -0.297, -0.566], [1.258, 0.541, 1.704], [0.471, 1.242, -0.663], [-0.662, 0.642, -0.206], [0.009, -1.941, 0.986], [-0.096, 0.130, 0.313], [-0.249, -0.083, 0.138], [0.189, -0.195, -0.414], [-0.170, -0.099, 1.114], [0.557, -0.540, -1.990], [-0.327, 0.681, 0.838], [0.411, 0.095, 0.420], [0.148, 0.487, -0.737], [-0.482, -0.526, 0.287], [0.246, 0.730, -0.185], [-0.692, 0.418, -0.224], [0.384, -1.568, 0.490], [0.806, 0.530, -1.442], [-0.202, -1.285, 0.090], [-0.517, 0.679, 1.275], [1.484, -0.583, 0.303], [0.506, 0.874, 0.861], [-1.765, 0.255, -1.170]], "lumo_ev": 0.1, "de_lowest_kcal_mol": 90.6, "orbital_gap_ev": 9.6023, "smiles": "C/C=C/C[C@@H](C)N.O.O.O.O.O.O.O.O"}



{"formula": "C6H11NO2", "method": "ωB97M-V/def2-TZVPD", "species": ["C", "C", "O", "O", "H", "H", "H", "H", "C", "C", "C", "C", "N", "H", "H", "H", "H", "H", "H", "H"], "positions_angstrom": [[1.719, 1.926, 0.145], [1.364, -0.005, -1.363], [0.914, 0.825, -0.293], [2.525, -0.244, -1.575], [0.530, -0.218, -2.050], [2.526, 2.164, -0.549], [2.147, 1.667, 1.115], [1.060, 2.790, 0.260], [0.064, -1.741, 1.062], [-1.058, -1.288, 0.152], [-1.557, 0.181, 0.378], [-1.807, 1.227, -0.438], [-1.867, -2.155, -0.353], [-1.559, -3.111, -0.146], [-2.332, 0.081, 1.140], [0.626, -0.894, 1.454], [0.728, -2.401, 0.498], [-0.303, -2.269, 1.948], [-2.655, 1.876, -0.253], [-1.065, 1.590, -1.130]], "forces_ev_per_angstrom": [[0.294, -0.434, 0.301], [1.365, 2.243, 1.038], [0.751, -1.143, -2.275], [-1.454, 0.056, 0.295], [-0.035, -0.468, 0.541], [-0.081, -0.165, -0.053], [0.074, 0.148, -0.060], [-0.007, -0.190, -0.054], [0.604, 0.321, -0.073], [-0.958, -0.175, 1.638], [-2.541, -1.162, -1.669], [1.118, -0.382, 1.067], [0.672, 1.631, -0.066], [0.240, 0.266, -0.181], [0.101, -0.107, 0.224], [0.149, -0.074, -0.216], [0.096, 0.012, 0.244], [-0.259, -0.131, -0.295], [0.224, 0.100, 0.319], [-0.352, -0.347, -0.725]], "lumo_ev": 0.7, "de_lowest_kcal_mol": 89.9, "orbital_gap_ev": 10.3679, "smiles": "[H]/N=C(\\C)C=C.COC=O"}



Let's list E in order: -84055.6957; -64094.9442; -24560.5752; -11982.3705 eV.